1.
Entry from the Open Molecules 2025 dataset: a 4-piece molecular cluster, C10H12F3NO11 overall at a distorted geometry (ωB97M-V/def2-TZVPD).

```
37
Properties=species:S:1:pos:R:3:forces:R:3:nbo_charge:R:1
O -3.724716 0.546844 2.207884 -0.062 0.149 1.277 -0.581
C -4.351596 0.265984 1.244674 0.806 0.943 0.779 0.975
O -3.838526 -0.370536 0.252244 2.085 -1.652 -2.766 -0.488
C -4.787466 -0.536406 -0.786256 -1.039 -0.396 -0.170 -0.145
C -5.873986 0.562804 -0.412156 2.267 -0.943 -0.611 0.457
F -7.094976 0.094064 -0.596266 -1.109 -0.442 -0.051 -0.311
O -5.566696 0.633724 0.936794 -2.690 1.468 1.878 -0.494
H -4.336186 -0.667786 -1.769706 0.192 1.014 0.121 0.223
H -5.231926 -1.516386 -0.612486 -0.594 0.059 0.064 0.202
H -5.829496 1.587654 -0.780686 0.215 -0.194 -0.586 0.167
O 0.391014 3.550044 2.841624 -0.811 -2.959 -1.367 -0.574
C 0.087944 2.531494 2.228904 0.799 2.930 0.327 0.969
O 0.041824 2.472504 0.869454 0.010 -1.201 0.485 -0.473
C -0.343216 1.129084 0.492694 -1.232 0.178 0.258 -0.136
C -0.463076 0.335514 1.802104 0.777 1.162 -1.217 0.431
F 0.555304 -0.590406 1.785334 0.256 -0.023 0.786 -0.357
O -0.255006 1.351234 2.775454 -0.238 -1.286 0.419 -0.481
H -1.350766 1.149834 0.077334 0.102 0.326 -0.370 0.196
H 0.333214 0.641594 -0.209366 0.222 0.423 0.112 0.218
H -1.393716 -0.224476 1.893864 0.049 0.422 0.617 0.200
O 3.335024 -2.817086 -4.092556 0.074 0.881 3.305 -0.552
C 3.201784 -2.707926 -2.880676 -0.815 -1.400 -3.397 0.970
O 2.408154 -1.870116 -2.212166 -0.106 1.581 -2.813 -0.477
C 2.075404 -2.425356 -1.013476 0.656 -0.289 2.227 -0.120
C 3.406884 -3.210356 -0.727266 -2.606 1.863 1.977 0.456
F 3.107644 -4.183066 0.178514 0.527 -0.636 -0.644 -0.331
O 3.674414 -3.618336 -1.998016 1.623 -1.454 -0.829 -0.495
H 1.748994 -1.622206 -0.352796 0.489 -0.178 0.301 0.211
H 1.251484 -3.134276 -1.095366 0.021 -0.290 -0.128 0.186
H 4.211774 -2.604476 -0.311146 0.129 -0.067 -0.005 0.149
C 3.949674 2.195444 0.553474 -0.377 -0.040 -0.232 -0.488
N 3.045204 2.141364 -0.651916 -2.189 0.043 -0.521 0.513
O 2.973464 1.090994 -1.321556 0.643 1.610 1.264 -0.399
O 2.290444 3.104694 -0.827486 1.586 -1.231 0.075 -0.349
H 4.262964 1.161634 0.699064 0.486 0.455 0.060 0.232
H 3.391894 2.577944 1.408264 -0.461 -0.291 -0.220 0.247
H 4.696864 2.974764 0.403654 0.312 -0.539 -0.405 0.245
```
Positions in Å, forces in eV/Å.

energy above the lowest of the compared OMol25 structures with the same formula, charge and spin	159.0	kJ/mol
SMILES string	O=C1OC[C@@H](F)O1.O=C1OC[C@@H](F)O1.O=C1OC[C@@H](F)O1.C[N+](=O)[O-]
multiplicity	1
charge	0


2.
Entry from the Open Molecules 2025 dataset: an isolated ion of composition C10H12FN2O and charge +1 at a distorted geometry (ωB97M-V/def2-TZVPD).

```
26
Properties=species:S:1:pos:R:3:forces:R:3:nbo_charge:R:1
C 2.652151 1.933766 0.008687 -0.187 -1.117 -0.439 -0.164
C 3.067363 1.157309 1.111346 -4.379 0.274 -2.724 -0.178
C 1.447492 1.579219 -0.638727 0.691 0.896 -0.053 -0.220
C 2.213296 0.152035 1.607070 2.074 0.530 -0.227 -0.188
C 0.570260 0.587422 -0.205080 2.585 -1.215 1.883 0.031
C 1.051814 -0.170802 0.924540 0.096 1.258 0.270 0.064
C -0.729446 0.344502 -0.758023 -2.318 0.594 -0.056 -0.152
C -1.264238 -0.869049 -0.842854 0.994 -1.622 1.455 -0.216
C -0.104506 -2.264816 0.880923 -1.636 0.558 -0.518 1.058
C -1.445647 1.625262 -1.152440 -0.290 -0.817 1.222 -0.650
N 0.226599 -1.149028 1.574757 -0.599 -2.953 -1.725 -0.568
N -2.732291 -0.945073 -1.218942 -0.116 -2.023 1.367 -0.721
O -1.182095 -3.020859 1.205287 1.892 0.796 0.137 -0.656
F 0.788984 -2.793389 0.112330 -0.158 -0.087 0.383 -0.251
H 3.267251 2.732855 -0.482585 -0.533 -0.898 0.891 0.239
H 3.934755 1.401176 1.528865 3.467 0.630 2.033 0.216
H 1.245563 2.167111 -1.533231 -0.251 -0.247 0.155 0.221
H 2.680321 -0.344277 2.486701 -1.271 -0.153 -0.659 0.246
H -2.101398 2.125338 -0.392987 0.520 -0.720 -0.483 0.232
H -1.993796 1.339161 -2.020992 -0.521 0.863 -0.977 0.187
H -0.611247 2.249673 -1.317859 -0.011 1.384 -0.929 0.236
H -0.577432 -0.850037 2.067170 -0.725 0.715 0.931 0.421
H -2.953655 -1.925511 -1.505273 0.452 1.162 -0.338 0.438
H -2.923035 -0.280676 -1.918975 -0.779 0.893 -1.508 0.417
H -3.418930 -0.815771 -0.454004 0.684 0.458 -0.089 0.424
H -1.108132 -3.965539 0.934297 0.321 0.841 -0.001 0.535
```
Positions in Å, forces in eV/Å.

multiplicity	1
charge	+1


Number 1: gap between HOMO and LUMO 11.130 eV, calculated total energy -42725.677 eV. Number 2: gap between HOMO and LUMO 8.667 eV, calculated total energy -18299.704 eV.